(1)
Here is 2 unconnected molecules or ions with the total composition C3H3NO2 at a distorted geometry from OMol25. Energies are from wB97M-V/def2-TZVPD.

Computed properties:
HOMO energy in eV: -10.205
Relative energy (zero: lowest compared OMol25 entry of this formula, charge and spin) in eV: 1.8698
Energy in hartree: -321.30893

Geometry as XYZ:
```
9
C3H3NO2 wB97M-V/def2-TZVPD
O 1.74 0.24 2.74
C 1.70 0.52 1.64
C 0.34 0.20 -1.36
N -0.37 -0.75 -0.91
C -1.33 -0.51 0.07
O -1.09 -0.19 1.21
H 0.21 1.24 -1.05
H 1.12 -0.02 -2.09
H -2.36 -0.71 -0.29
```


(2)
Here is 3 unconnected molecules or ions with the total composition C3H3NO2S at a distorted geometry from OMol25. Energies are from wB97M-V/def2-TZVPD.

Computed properties:
SMILES string: O=C=O.C#N.C=S
HOMO energy in eV: -8.745
Relative energy (zero: lowest compared OMol25 entry of this formula, charge and spin) in eV: 2.2854
Energy in hartree: -719.49627

Geometry as XYZ:
```
10
C3H3NO2S wB97M-V/def2-TZVPD
O -0.26 -1.52 -4.03
C -0.30 -2.51 -3.43
O -0.25 -3.48 -2.82
C 1.73 2.34 1.19
N 2.00 1.35 1.69
H 1.41 3.25 0.80
C -1.08 0.27 1.69
S -0.51 -0.67 0.56
H -2.02 0.78 1.57
H -0.72 0.19 2.77
```


(3)
Here is C3H3NO2S2 in the gas phase at a distorted geometry from OMol25. Energies are from wB97M-V/def2-TZVPD.

Computed properties:
SMILES string: O=c1oc(S)cn1S
HOMO energy in eV: -8.433
Relative energy (zero: lowest compared OMol25 entry of this formula, charge and spin) in eV: 2.1991
Energy in hartree: -1117.64527

Geometry as XYZ:
```
11
C3H3NO2S2 wB97M-V/def2-TZVPD
O 0.44 -1.76 1.77
C 0.19 -0.92 0.99
O -0.98 -0.11 1.10
C -1.13 0.61 0.00
S -2.30 1.99 0.13
C -0.04 0.46 -0.84
N 0.82 -0.43 -0.16
S 2.07 -1.59 -0.86
H -1.43 3.04 -0.63
H 0.39 1.27 -1.66
H 1.97 -2.56 0.17
```


(4)
Here is C3H3NO2S2 in the gas phase at a distorted geometry from OMol25. Energies are from wB97M-V/def2-TZVPD.

Computed properties:
SMILES string: O=CS/N=C/C(=O)S
HOMO energy in eV: -9.527
Relative energy (zero: lowest compared OMol25 entry of this formula, charge and spin) in eV: 2.0721
Energy in hartree: -1117.64994

Geometry as XYZ:
```
11
C3H3NO2S2 wB97M-V/def2-TZVPD
O 2.44 1.47 -0.12
C 2.87 0.35 0.04
S 1.82 -1.07 -0.05
N 0.19 -0.74 0.04
C -0.18 0.47 0.24
C -1.71 0.79 0.10
O -2.20 1.82 -0.10
S -2.57 -0.85 -0.02
H 3.92 0.13 0.30
H 0.33 1.35 0.25
H -1.29 -1.41 -0.29
```


(5)
Here is a molecular structure, C3H3NO2S2 at a distorted geometry from OMol25. Energies are from wB97M-V/def2-TZVPD.

Computed properties:
HOMO energy in eV: -9.871
Relative energy (zero: lowest compared OMol25 entry of this formula, charge and spin) in eV: 5.9586
Energy in hartree: -1117.50712

Geometry as XYZ:
```
11
C3H3NO2S2 wB97M-V/def2-TZVPD
C 1.03 -0.88 0.48
C 2.78 -2.23 0.96
C 0.07 -0.01 -0.23
N 2.00 -0.28 1.10
O 3.49 -0.74 3.28
O 1.23 -1.64 3.12
S 1.05 -2.55 0.50
S 2.49 -1.37 2.53
H -0.53 0.46 0.47
H -0.53 -0.60 -0.88
H 0.54 0.95 -0.51
```


(6)
Here is C3H3NO3 in the gas phase from OMol25. Energies are from wB97M-V/def2-TZVPD.

Computed properties:
SMILES string: [H]/N=C(/C=O)OC=O
HOMO energy in eV: -10.822
Relative energy (zero: lowest compared OMol25 entry of this formula, charge and spin) in eV: 1.5275
Energy in hartree: -396.56830

Geometry as XYZ:
```
10
C3H3NO3 wB97M-V/def2-TZVPD
H -0.32 1.85 -1.55
N -0.96 1.48 -0.84
C -0.51 0.40 -0.37
C -1.27 -0.42 0.65
O -0.93 -1.55 0.89
O 0.63 -0.23 -0.84
C 1.57 -0.50 0.11
O 1.60 0.00 1.20
H -2.14 0.06 1.12
H 2.30 -1.21 -0.29
```


(7)
Here is C3H3NO3 in the gas phase from OMol25. Energies are from wB97M-V/def2-TZVPD.

Computed properties:
SMILES string: [H]/N=C(/C=O)OC=O
HOMO energy in eV: -10.706
Relative energy (zero: lowest compared OMol25 entry of this formula, charge and spin) in eV: 1.7278
Energy in hartree: -396.56094

Geometry as XYZ:
```
10
C3H3NO3 wB97M-V/def2-TZVPD
H 1.16 -0.75 -1.61
N 1.23 -0.99 -0.62
C 0.61 -0.16 0.10
C 0.69 -0.23 1.61
O 0.51 0.71 2.34
O -0.17 0.87 -0.36
C -1.35 0.62 -0.99
O -1.75 -0.42 -1.40
H 0.93 -1.24 1.95
H -1.86 1.59 -1.02
```


(8)
Here is C3H3NO3 in the gas phase from OMol25. Energies are from wB97M-V/def2-TZVPD.

Computed properties:
SMILES string: O=COc1co[nH]1
HOMO energy in eV: -8.906
Relative energy (zero: lowest compared OMol25 entry of this formula, charge and spin) in eV: 4.4492
Energy in hartree: -396.46093

Geometry as XYZ:
```
10
C3H3NO3 wB97M-V/def2-TZVPD
O 1.44 -1.03 1.26
C 1.85 -0.33 0.38
O 1.08 0.49 -0.38
C -0.25 0.36 -0.18
C -1.15 -0.23 0.60
O -2.20 0.11 -0.27
N -1.23 0.89 -1.05
H 2.89 -0.23 0.06
H -1.27 -0.60 1.60
H -1.16 0.57 -2.02
```


(9)
Here is C3H3NO3 in the gas phase from OMol25. Energies are from wB97M-V/def2-TZVPD.

Computed properties:
SMILES string: O=CNC(=O)C=O
HOMO energy in eV: -10.409
Relative energy (zero: lowest compared OMol25 entry of this formula, charge and spin) in eV: 1.7964
Energy in hartree: -396.55842

Geometry as XYZ:
```
10
C3H3NO3 wB97M-V/def2-TZVPD
O -0.23 -2.64 -0.67
C -0.44 -1.50 -0.96
N 0.45 -0.39 -0.59
C -0.16 0.27 0.43
O -1.18 -0.19 0.90
C 0.42 1.58 0.99
O -0.18 2.10 1.89
H -1.34 -1.14 -1.49
H 1.29 -0.09 -1.09
H 1.36 1.99 0.58
```


(10)
Here is C3H3NO3 in the gas phase from OMol25. Energies are from wB97M-V/def2-TZVPD.

Computed properties:
HOMO energy in eV: -10.386
Relative energy (zero: lowest compared OMol25 entry of this formula, charge and spin) in eV: 2.7712
Energy in hartree: -396.52259

Geometry as XYZ:
```
10
C3H3NO3 wB97M-V/def2-TZVPD
N 0.78 0.17 -0.58
C -0.11 0.12 0.36
O -0.88 -0.89 0.21
C -0.07 -1.26 -1.28
O 0.49 -2.30 -1.37
C -0.27 1.10 1.50
O -1.16 1.01 2.30
H 1.46 0.92 -0.70
H -0.75 -0.76 -1.98
H 0.50 1.90 1.54
```


(11)
Here is C3H3NOS in the gas phase at a distorted geometry from OMol25. Energies are from wB97M-V/def2-TZVPD.

Computed properties:
SMILES string: COC(=S)C#N
HOMO energy in eV: -9.710
Relative energy (zero: lowest compared OMol25 entry of this formula, charge and spin) in eV: 2.5876
Energy in hartree: -644.19184

Geometry as XYZ:
```
9
C3H3NOS wB97M-V/def2-TZVPD
C -0.14 1.69 -1.34
O -0.72 1.02 -0.14
C -0.04 -0.14 0.30
S -0.86 -0.86 1.49
C 1.20 -0.43 -0.54
N 1.92 -1.00 -1.27
H 0.86 2.43 -0.91
H -0.90 2.46 -1.38
H 0.03 1.00 -2.15
```


(12)
Here is C3H3NOS in the gas phase at a distorted geometry from OMol25. Energies are from wB97M-V/def2-TZVPD.

Computed properties:
SMILES string: O=C1S[C@]12CN2
HOMO energy in eV: -9.329
Relative energy (zero: lowest compared OMol25 entry of this formula, charge and spin) in eV: 2.5442
Energy in hartree: -644.19343

Geometry as XYZ:
```
9
C3H3NOS wB97M-V/def2-TZVPD
O 2.40 -1.31 0.23
C 1.56 -0.50 0.04
S 1.65 1.35 0.06
C 0.31 0.04 -0.17
C -1.05 -0.12 0.47
N -0.82 -0.08 -0.95
H -1.51 -0.96 0.93
H -1.53 0.84 0.89
H -1.02 0.74 -1.51
```


(13)
Here is C3H3NOS in the gas phase at a distorted geometry from OMol25. Energies are from wB97M-V/def2-TZVPD.

Computed properties:
SMILES string: C#CC(=O)NS
HOMO energy in eV: -9.772
Relative energy (zero: lowest compared OMol25 entry of this formula, charge and spin) in eV: 2.3073
Energy in hartree: -644.20214

Geometry as XYZ:
```
9
C3H3NOS wB97M-V/def2-TZVPD
C -0.13 -2.05 -1.26
C -0.25 -1.04 -0.64
C -0.36 0.44 -0.55
O -0.76 1.15 -1.39
N 0.18 0.89 0.74
S -0.08 2.49 1.28
H -0.01 -3.05 -1.62
H 0.89 0.38 1.11
H 0.90 3.19 0.74
```


(14)
Here is C3H3NOS in the gas phase at a distorted geometry from OMol25. Energies are from wB97M-V/def2-TZVPD.

Computed properties:
SMILES string: CSC(=O)C#N
HOMO energy in eV: -10.082
Relative energy (zero: lowest compared OMol25 entry of this formula, charge and spin) in eV: 2.0529
Energy in hartree: -644.21149

Geometry as XYZ:
```
9
C3H3NOS wB97M-V/def2-TZVPD
C -0.39 -2.23 0.26
S -1.14 -0.63 -0.12
C 0.35 0.34 -0.08
O 1.26 -0.37 0.13
C 0.49 1.80 -0.13
N 0.89 2.99 -0.04
H -1.25 -2.94 0.30
H 0.16 -2.40 -0.58
H 0.45 -2.08 1.09
```


(15)
Here is C3H3NOS2 in the gas phase at a distorted geometry from OMol25. Energies are from wB97M-V/def2-TZVPD.

Computed properties:
SMILES string: O/N=c1/ccss1
HOMO energy in eV: -7.934
Relative energy (zero: lowest compared OMol25 entry of this formula, charge and spin) in eV: 2.6681
Energy in hartree: -1042.40063

Geometry as XYZ:
```
10
C3H3NOS2 wB97M-V/def2-TZVPD
O 1.18 2.42 0.00
N 1.45 1.04 -0.09
C 0.35 0.28 -0.02
C 0.16 -1.14 -0.10
C -1.10 -1.56 -0.01
S -2.40 -0.40 0.02
S -1.24 1.18 -0.14
H 1.96 2.63 0.48
H 0.95 -1.80 -0.16
H -1.31 -2.65 0.03
```


(16)
Here is C3H3NOS3 in the gas phase at a distorted geometry from OMol25. Energies are from wB97M-V/def2-TZVPD.

Computed properties:
SMILES string: O=C1SC/C(=N\S)S1
HOMO energy in eV: -9.020
Relative energy (zero: lowest compared OMol25 entry of this formula, charge and spin) in eV: 0.0000
Energy in hartree: -1440.66317

Geometry as XYZ:
```
11
C3H3NOS3 wB97M-V/def2-TZVPD
O -2.67 1.48 1.93
C -1.83 1.00 1.25
S -2.10 0.61 -0.48
C -0.47 -0.05 -0.85
C 0.45 -0.06 0.35
N 1.66 -0.48 0.37
S 2.30 -1.11 -1.08
S -0.20 0.59 1.86
H -0.60 -1.10 -1.19
H -0.02 0.51 -1.64
H 3.49 -1.40 -0.52
```


(17)
Here is a molecular structure, C3H3NS2 at a distorted geometry from OMol25. Energies are from wB97M-V/def2-TZVPD.

Computed properties:
HOMO energy in eV: -9.385
Relative energy (zero: lowest compared OMol25 entry of this formula, charge and spin) in eV: 2.1709
Energy in hartree: -967.13620

Geometry as XYZ:
```
9
C3H3NS2 wB97M-V/def2-TZVPD
C -0.49 -0.92 -2.77
C 0.11 0.48 -1.55
C 0.05 0.14 -0.07
N -1.04 -1.76 -3.29
S -0.49 1.98 -2.29
S 1.58 1.32 -2.23
H 0.39 -0.85 0.18
H -0.98 0.11 0.28
H 0.67 0.86 0.57
```


(18)
Here is 2 unconnected molecules or ions with the total composition C3H3NS2 at a distorted geometry from OMol25. Energies are from wB97M-V/def2-TZVPD.

Computed properties:
HOMO energy in eV: -9.214
Relative energy (zero: lowest compared OMol25 entry of this formula, charge and spin) in eV: 1.7850
Energy in hartree: -967.15038

Geometry as XYZ:
```
9
C3H3NS2 wB97M-V/def2-TZVPD
C -1.68 -0.94 -1.25
C 0.33 0.62 -0.20
C 1.08 0.25 0.99
N -2.66 -0.36 -1.22
S -0.56 1.75 -0.85
S -0.14 -1.57 -1.20
H 1.74 1.03 1.42
H 0.27 -0.06 1.64
H 1.63 -0.71 0.66
```


(19)
Here is C3H3NS2 in the gas phase at a distorted geometry from OMol25. Energies are from wB97M-V/def2-TZVPD.

Computed properties:
SMILES string: S=C1CC(=S)N1
HOMO energy in eV: -8.900
Relative energy (zero: lowest compared OMol25 entry of this formula, charge and spin) in eV: 0.8110
Energy in hartree: -967.18618

Geometry as XYZ:
```
9
C3H3NS2 wB97M-V/def2-TZVPD
S 0.76 -2.33 -1.00
C 0.15 -0.90 -0.50
C 0.14 -0.27 0.86
C -0.34 0.98 0.20
S -0.92 2.46 0.45
N -0.30 0.26 -1.14
H -0.58 -0.66 1.75
H 1.14 -0.29 1.33
H -0.05 0.76 -1.95
```


(20)
Here is 2 unconnected molecules or ions with the total composition C3H3NS2 at a distorted geometry from OMol25. Energies are from wB97M-V/def2-TZVPD.

Computed properties:
HOMO energy (spin up / spin down) in eV: -7.227 / -7.645
Relative energy (zero: lowest compared OMol25 entry of this formula, charge and spin) in eV: 4.5646
Spin multiplicity: 3
Energy in hartree: -966.95367

Geometry as XYZ:
```
9
C3H3NS2 wB97M-V/def2-TZVPD
C 0.85 0.39 -0.14
C 2.85 0.26 0.40
C -1.60 0.05 0.01
N -0.28 0.16 0.04
S -2.60 1.36 0.03
S -2.15 -1.63 -0.10
H 3.17 -0.52 -0.28
H 3.19 1.26 0.17
H -3.44 -1.32 -0.15
```